Below is a 3-piece molecular cluster, C39H37NO7P overall, with properties calculated with ωB97M-V/def2-TZVPD.

CARTESIAN COORDINATES (ANGSTROEM)
P: -0.154 -1.495 -3.085
O: 4.511 -2.741 -4.876
O: 6.728 -0.126 -0.750
O: -1.163 3.103 -2.977
O: -6.729 0.799 6.925
O: -3.106 0.298 2.999
O: 0.087 -0.302 -4.173
O: 0.862 2.183 -3.125
N: -0.966 -0.270 -0.581
C: 5.006 -2.157 -3.936
C: 1.252 -1.031 -0.458
C: 7.366 -2.838 -1.054
C: -4.870 -1.277 7.141
C: 4.968 1.300 -2.386
C: -4.875 -0.386 6.076
C: -5.757 3.540 2.868
C: -3.167 0.925 -0.540
C: -6.760 2.715 4.892
C: 5.913 -2.853 -2.980
C: -4.847 2.498 2.890
C: 0.120 2.915 -2.547
C: 3.531 1.283 -4.318
C: -3.941 -2.304 7.178
C: -5.894 0.703 6.055
C: -0.553 0.055 0.582
C: -1.969 1.997 -2.527
C: 0.924 -0.111 0.741
C: 6.507 -2.167 -1.916
C: -3.910 0.433 3.910
C: 7.023 -4.870 -2.295
C: 3.845 -0.046 -4.546
C: 6.172 -4.206 -3.163
C: 5.279 -0.039 -2.607
C: 0.214 -0.570 -1.487
C: 6.224 -0.724 -1.676
C: -3.017 -1.561 5.087
C: 1.367 -2.513 -3.206
C: 0.492 3.610 -1.263
C: -2.397 -0.319 -0.990
C: -3.017 -2.449 6.149
C: -6.718 3.646 3.867
C: 4.091 1.953 -3.234
C: -4.885 1.556 3.913
C: -5.842 1.674 4.922
C: 7.623 -4.185 -1.244
C: 4.712 -0.715 -3.687
C: -2.721 2.240 -1.226
C: -3.941 -0.522 5.047
H: -3.936 -2.996 8.010
H: 2.259 -0.869 -0.836
H: 1.077 -2.068 -0.161
H: 1.456 0.846 0.711
H: -7.433 4.457 3.847
H: 8.294 -4.705 -0.573
H: -2.835 -1.221 -0.556
H: 5.420 1.809 -1.546
H: 1.511 3.993 -1.349
H: 3.419 -0.585 -5.383
H: -3.075 1.027 0.545
H: 0.551 0.426 -1.816
H: -1.231 0.369 1.372
H: 3.839 2.991 -3.056
H: -2.651 1.772 -3.350
H: -5.598 -1.153 7.930
H: -1.285 1.154 -2.439
H: 5.703 -4.722 -3.990
H: -4.226 0.723 -0.724
H: -2.417 -0.457 -2.070
H: -2.296 -3.255 6.180
H: 2.212 -2.168 -2.610
H: -5.721 4.275 2.074
H: 0.490 2.876 -0.450
H: -2.303 -1.662 4.282
H: -2.103 2.826 -0.539
H: 1.120 -3.544 -2.942
H: 0.868 0.264 -4.064
H: -3.593 2.860 -1.448
H: -7.498 2.784 5.680
H: -0.181 4.427 -1.012
H: 1.654 -2.490 -4.261
H: 7.824 -2.290 -0.241
H: 2.843 1.796 -4.976
H: 1.096 -0.620 1.692
H: -4.096 2.405 2.117
H: 7.223 -5.924 -2.438

F_max	0.0160	Eh/bohr
charge	+1
gap between HOMO and LUMO	8.2	eV

Results of the Löwdin charge analysis, in e, for atoms 1 through 4: atom 1 (P): 0.93, atom 2 (O): 0.10, atom 3 (O): 0.11, atom 4 (O): 0.01